The following is a DFT calculation (ωB97M-V/def2-TZVPD) of the molecule C3H4S2.

Relative energy (zero: lowest compared OMol25 entry of this formula, charge and spin), kcal per mole: 82.2
Orbital gap (spin up / spin down), eV: 7.627 / 6.481

Structure (ORCA input):
```
! wB97M-V def2-TZVPD RIJCOSX def2/J DEFGRID3
* xyz 0 1
H -1.306 1.361 -0.175
H 3.221 -0.125 -0.065
C -0.817 -0.713 0.035
C -1.633 0.345 0.092
S 0.963 -0.878 0.024
S -3.255 0.152 0.049
H 2.010 1.148 -0.318
C 2.235 0.244 0.060
H -1.418 -1.535 0.297
*
```